130
Properties=species:S:1:pos:R:3 method="wB97M-V/def2-TZVPD" total_energy_ev=-161688.9295 multiplicity=1 e_homo_ev=-7.93 e_above_lowest_kcal_mol=107.75 gap_ev=8.5
Ca 15.06 13.06 -16.42
C 15.92 10.40 -12.46
F 16.52 9.63 -13.31
F 15.46 9.68 -11.37
F 16.82 11.31 -12.06
S 14.46 11.25 -13.47
O 15.01 11.97 -14.64
O 13.58 10.12 -13.99
O 13.85 12.21 -12.61
C 14.53 16.36 -20.00
F 15.12 17.19 -19.09
F 13.20 16.31 -19.80
F 14.82 16.73 -21.23
S 15.09 14.52 -19.57
O 14.20 13.68 -20.38
O 16.47 14.51 -20.09
O 15.02 14.34 -18.13
O 17.30 13.44 -15.89
P 18.79 13.59 -15.75
N 19.36 15.01 -16.44
C 19.02 15.37 -17.82
C 20.21 16.00 -15.78
N 19.66 12.44 -16.62
C 19.15 11.04 -16.62
C 21.02 12.58 -17.08
N 19.17 13.54 -14.12
C 20.49 13.37 -13.53
C 18.24 14.17 -13.02
H 18.67 14.55 -18.46
H 19.86 15.91 -18.27
H 18.20 16.07 -17.97
H 20.43 15.64 -14.78
H 19.72 16.97 -15.90
H 21.18 16.12 -16.25
H 18.23 11.09 -17.20
H 19.72 10.31 -17.20
H 19.01 10.72 -15.58
H 21.66 13.07 -16.34
H 21.38 11.57 -17.33
H 20.94 13.26 -17.93
H 20.70 14.18 -12.82
H 20.60 12.41 -13.02
H 21.24 13.52 -14.31
H 18.58 14.14 -11.99
H 17.27 13.67 -13.10
H 18.00 15.19 -13.30
O 15.11 11.23 -17.69
P 15.41 10.02 -18.49
N 16.82 10.02 -19.46
C 17.58 8.80 -19.71
C 17.33 11.20 -20.08
N 14.07 9.77 -19.64
C 13.89 8.51 -20.41
C 13.04 10.76 -19.86
N 15.39 8.54 -17.61
C 14.10 8.10 -16.97
C 16.46 8.53 -16.61
H 17.96 8.80 -20.73
H 16.97 7.92 -19.50
H 18.48 8.77 -19.10
H 17.94 11.75 -19.37
H 16.54 11.84 -20.49
H 17.91 10.91 -20.96
H 13.23 7.85 -19.85
H 13.39 8.57 -21.38
H 14.82 7.96 -20.50
H 12.15 10.22 -19.53
H 13.31 11.69 -19.34
H 12.99 10.94 -20.93
H 13.32 8.13 -17.73
H 14.23 7.08 -16.62
H 13.79 8.71 -16.12
H 16.54 7.53 -16.18
H 16.05 9.19 -15.85
H 17.46 8.89 -16.86
O 14.35 15.16 -15.36
P 14.09 16.59 -14.90
N 12.65 17.11 -15.61
C 12.60 17.30 -17.05
C 11.30 16.63 -15.09
N 15.24 17.76 -15.35
C 15.19 19.13 -14.83
C 16.61 17.26 -15.50
N 13.87 16.88 -13.25
C 13.04 17.85 -12.64
C 14.58 16.15 -12.28
H 13.54 17.80 -17.31
H 11.93 18.06 -17.45
H 12.50 16.30 -17.46
H 10.51 17.00 -15.74
H 11.20 16.95 -14.06
H 11.16 15.57 -15.29
H 14.14 19.37 -14.67
H 15.61 19.27 -13.84
H 15.51 19.84 -15.59
H 17.05 17.01 -14.54
H 16.63 16.38 -16.14
H 17.32 18.02 -15.84
H 12.14 17.33 -12.33
H 13.53 18.55 -11.96
H 12.77 18.44 -13.51
H 15.67 16.24 -12.33
H 14.29 15.10 -12.25
H 14.19 16.36 -11.29
C 9.73 15.30 -19.34
C 10.73 14.30 -18.72
O 10.53 14.33 -17.37
P 11.32 13.22 -16.56
O 12.81 13.18 -16.67
O 10.58 11.87 -17.12
C 9.17 11.73 -17.22
C 8.88 10.45 -18.14
O 10.72 13.40 -15.06
C 11.24 12.76 -13.90
C 9.94 12.54 -13.14
H 9.73 15.40 -20.43
H 8.70 14.98 -19.16
H 9.79 16.26 -18.82
H 10.40 13.32 -19.06
H 11.78 14.42 -18.99
H 8.82 11.56 -16.20
H 8.67 12.64 -17.56
H 9.09 10.71 -19.18
H 9.40 9.52 -17.91
H 7.85 10.09 -18.19
H 11.74 11.82 -14.11
H 11.99 13.44 -13.49
H 10.25 12.22 -12.15
H 9.40 13.44 -12.86
H 9.40 11.77 -13.68



117
Properties=species:S:1:pos:R:3 method="wB97M-V/def2-TZVPD" smiles="CC[C@@H](C)[C@@H](Br)OC[C@@H](N(CCCCS(=O)(=O)O)B(C)O)P(=N)(O)O.CCO.CCO.CCO.CCO.CCO.CCO.CCO" total_energy_ev=-150602.1520 multiplicity=1 e_homo_ev=-8.70 gap_ev=9.0
C 4.52 -1.82 3.36
C 3.33 -1.46 2.44
C 2.82 -0.01 2.56
C 2.64 0.68 1.20
C 1.56 0.07 3.41
Br 2.09 0.04 5.34
O 0.85 1.21 3.13
C -0.39 1.45 3.76
C -1.63 0.86 3.05
N -1.54 0.99 1.59
C -2.84 0.67 0.94
C -2.74 0.22 -0.51
C -1.94 -1.07 -0.68
C -2.89 -2.25 -0.86
S -2.04 -3.81 -0.79
O -0.67 -3.64 -1.19
O -2.31 -4.50 0.43
O -2.81 -4.55 -1.99
B -1.14 2.31 1.09
C -1.44 3.69 1.81
O -0.48 2.32 -0.13
P -2.14 -0.83 3.58
N -3.67 -0.98 3.71
O -1.24 -1.08 4.89
O -1.54 -1.83 2.49
H 4.87 -0.95 3.92
H 5.35 -2.22 2.78
H 4.26 -2.59 4.09
H 2.52 -2.18 2.59
H 3.66 -1.59 1.41
H 3.58 0.56 3.11
H 2.59 1.75 1.34
H 1.75 0.31 0.68
H 3.53 0.48 0.61
H 0.95 -0.83 3.30
H -0.50 2.54 3.75
H -0.37 1.16 4.81
H -2.47 1.46 3.46
H -3.53 1.54 0.98
H -3.35 -0.10 1.53
H -3.78 0.01 -0.82
H -2.38 1.01 -1.17
H -1.35 -1.23 0.22
H -1.23 -1.02 -1.51
H -3.66 -2.25 -0.09
H -3.40 -2.21 -1.82
H -2.31 -5.34 -2.21
H -0.54 4.05 2.31
H -1.71 4.46 1.08
H -2.24 3.65 2.55
H -0.81 2.99 -0.73
H -4.01 -1.27 4.62
H -1.44 -1.94 5.27
H -0.66 -2.16 2.66
C -0.61 6.97 5.57
C -0.22 6.96 4.10
O -1.24 6.42 3.27
H -0.84 5.96 5.90
H 0.20 7.36 6.19
H -1.49 7.59 5.73
H 0.66 6.33 3.94
H 0.04 7.98 3.78
H -2.02 6.97 3.37
C 1.71 -6.35 3.09
C 2.71 -5.31 2.64
O 2.70 -5.12 1.23
H 1.91 -7.31 2.60
H 1.76 -6.50 4.17
H 0.69 -6.05 2.83
H 3.72 -5.61 2.89
H 2.51 -4.35 3.14
H 1.82 -4.84 0.96
C 3.08 5.34 -1.27
C 2.84 4.72 0.10
O 3.71 3.63 0.36
H 2.96 4.59 -2.05
H 2.38 6.16 -1.45
H 4.10 5.74 -1.34
H 1.83 4.31 0.16
H 2.95 5.48 0.88
H 4.62 3.94 0.32
C -1.03 -5.46 -5.20
C -2.18 -6.35 -5.61
O -3.21 -6.39 -4.63
H -0.60 -5.79 -4.25
H -0.24 -5.47 -5.95
H -1.36 -4.43 -5.07
H -1.85 -7.38 -5.72
H -2.59 -6.02 -6.57
H -3.55 -5.49 -4.51
C 1.16 -2.73 -2.79
C 0.90 -1.49 -1.96
O 2.05 -0.68 -1.79
H 1.96 -3.32 -2.34
H 0.26 -3.34 -2.86
H 1.47 -2.45 -3.80
H 0.60 -1.77 -0.95
H 0.08 -0.90 -2.39
H 2.36 -0.38 -2.65
C -6.07 -1.95 -4.44
C -6.32 -0.98 -3.29
O -5.10 -0.45 -2.77
H -5.43 -2.76 -4.11
H -7.01 -2.36 -4.80
H -5.58 -1.44 -5.27
H -6.79 -1.49 -2.46
H -6.97 -0.17 -3.62
H -4.66 0.03 -3.48
C 5.07 5.24 -5.60
C 4.22 3.99 -5.58
O 3.25 4.01 -4.53
H 5.58 5.37 -4.65
H 5.82 5.19 -6.39
H 4.45 6.13 -5.78
H 4.83 3.11 -5.39
H 3.72 3.85 -6.54
H 2.68 4.76 -4.67



119
Properties=species:S:1:pos:R:3 method="wB97M-V/def2-TZVPD" total_energy_ev=-63346.4205 multiplicity=2 e_homo_ev="-11.44 / -11.36" e_above_lowest_kcal_mol=55.27 gap_ev="4.2 / 1.7" charge=+2
Li -11.39 -20.26 -6.72
Li -13.58 -21.61 -7.29
Li -13.55 -18.94 -4.99
O -11.63 -19.84 -4.63
C -11.33 -21.12 -4.10
C -11.89 -22.32 -5.05
O -11.94 -22.23 -6.44
H -11.62 -21.07 -3.05
H -10.24 -21.21 -4.03
H -12.86 -22.48 -4.58
H -11.32 -23.22 -4.84
C -9.69 -13.73 -1.52
O -9.36 -14.86 -0.81
C -9.23 -16.07 -1.37
C -9.48 -16.99 -0.17
N -9.45 -18.44 -0.55
C -8.57 -18.89 -1.64
C -8.37 -20.42 -1.74
O -7.78 -21.14 -0.64
C -6.54 -20.64 -0.25
H -10.70 -13.86 -1.89
H -9.16 -13.48 -2.44
H -9.82 -12.87 -0.86
H -8.25 -16.17 -1.82
H -10.01 -16.31 -2.09
H -10.51 -16.89 0.17
H -8.86 -16.85 0.71
H -9.48 -19.12 0.20
H -7.59 -18.40 -1.58
H -8.91 -18.51 -2.60
H -7.77 -20.54 -2.65
H -9.29 -21.00 -1.82
H -6.55 -19.71 0.32
H -5.87 -20.54 -1.11
H -6.00 -21.42 0.28
C -7.04 -22.81 -5.25
O -6.81 -23.92 -4.44
C -6.69 -23.77 -2.93
C -6.23 -25.13 -2.35
N -4.89 -25.56 -2.70
C -4.39 -26.89 -2.33
C -2.91 -27.19 -2.84
O -1.97 -26.26 -2.44
C -1.59 -26.42 -1.05
H -6.50 -21.93 -4.91
H -8.11 -22.69 -5.35
H -6.68 -23.15 -6.22
H -7.72 -23.63 -2.61
H -6.19 -22.88 -2.55
H -7.09 -25.78 -2.48
H -6.29 -24.90 -1.28
H -4.82 -25.37 -3.69
H -5.06 -27.55 -2.88
H -4.58 -26.96 -1.26
H -2.96 -27.16 -3.92
H -2.60 -28.15 -2.42
H -0.75 -25.82 -0.70
H -1.22 -27.41 -0.77
H -2.53 -26.29 -0.51
C -14.96 -24.53 0.62
O -14.72 -25.58 -0.25
C -14.47 -25.27 -1.68
C -13.10 -24.49 -1.92
N -12.03 -25.12 -1.19
C -10.69 -24.45 -1.09
C -10.66 -22.98 -0.60
O -11.09 -22.96 0.70
C -11.26 -21.65 1.30
H -15.49 -23.77 0.05
H -14.17 -23.90 1.04
H -15.60 -24.84 1.44
H -15.34 -24.73 -2.03
H -14.50 -26.19 -2.26
H -13.27 -23.52 -1.45
H -12.89 -24.45 -2.99
H -12.46 -25.13 -0.28
H -10.20 -24.59 -2.05
H -10.01 -25.07 -0.51
H -11.14 -22.28 -1.28
H -9.61 -22.69 -0.51
H -11.62 -21.83 2.31
H -12.02 -21.07 0.77
H -10.29 -21.18 1.44
C -15.54 -21.03 0.14
O -15.43 -21.58 -1.23
C -14.76 -20.80 -2.28
C -15.55 -19.49 -2.70
N -15.56 -19.05 -4.11
C -16.57 -19.84 -4.72
C -18.03 -19.28 -4.42
O -18.80 -20.00 -5.39
C -20.13 -19.43 -5.51
H -15.97 -20.03 0.17
H -14.52 -21.02 0.51
H -16.10 -21.79 0.69
H -14.63 -21.52 -3.09
H -13.75 -20.53 -1.96
H -15.09 -18.73 -2.06
H -16.50 -19.67 -2.21
H -16.06 -18.17 -4.10
H -16.64 -20.90 -4.45
H -16.43 -19.89 -5.80
H -18.14 -18.20 -4.49
H -18.31 -19.58 -3.41
H -20.50 -19.20 -4.51
H -20.75 -20.24 -5.89
H -20.03 -18.59 -6.21
O -10.59 -17.36 -4.94
H -10.82 -18.25 -4.68
H -11.30 -17.09 -5.52
O -10.95 -26.03 -4.55
H -10.81 -25.09 -4.53
H -11.17 -26.27 -3.65
O -10.97 -24.28 -8.45
H -11.40 -23.81 -7.74
H -10.79 -25.15 -8.10
O -12.02 -18.77 -1.46
H -12.09 -19.22 -2.30
H -11.09 -18.84 -1.22



130
Properties=species:S:1:pos:R:3 method="wB97M-V/def2-TZVPD" total_energy_ev=-94249.8313 multiplicity=1 e_homo_ev=-5.01 gap_ev=3.7 charge=-1
Ba -6.24 -2.83 0.83
C -9.97 0.21 -0.99
O -8.67 0.85 -0.70
O -9.93 -0.97 -0.22
C -11.28 1.12 -0.94
F -11.44 1.79 -2.06
F -12.40 0.33 -0.80
F -11.35 2.00 0.01
C -8.28 2.05 -1.37
C -6.88 2.32 -0.69
H -6.97 2.31 0.39
H -6.22 1.52 -1.06
H -6.45 3.23 -1.11
H -8.95 2.90 -1.24
H -8.14 1.83 -2.43
H -9.86 -0.05 -2.04
C -4.70 -3.85 5.95
O -4.33 -4.84 4.96
O -5.49 -2.98 5.22
C -5.19 -4.43 7.39
F -6.13 -5.35 7.23
F -4.13 -5.05 8.01
F -5.67 -3.50 8.23
C -3.34 -5.85 5.38
C -2.90 -6.70 4.19
H -2.20 -7.51 4.43
H -3.77 -7.16 3.73
H -2.34 -6.09 3.48
H -3.79 -6.49 6.13
H -2.49 -5.43 5.91
H -3.75 -3.36 6.12
C -0.02 -0.47 0.30
O 0.99 -0.57 -0.72
O -0.93 -1.42 -0.09
C 0.59 -0.49 1.71
F 1.56 0.41 1.93
F -0.33 -0.13 2.63
F 1.08 -1.65 2.08
C 1.92 0.51 -0.92
C 2.90 -0.10 -1.93
H 3.58 0.60 -2.41
H 3.56 -0.83 -1.46
H 2.32 -0.62 -2.68
H 2.42 0.92 -0.04
H 1.47 1.42 -1.31
H -0.45 0.52 0.16
C 3.55 -4.16 6.57
O 4.29 -5.13 7.31
H 2.53 -4.53 6.55
H 3.44 -3.19 7.07
H 3.97 -3.97 5.58
H 3.70 -5.36 8.03
C 1.33 2.44 7.88
O 0.35 3.39 8.17
H 1.92 2.21 8.76
H 0.92 1.46 7.62
H 2.03 2.71 7.09
H 0.09 3.29 9.09
C -6.57 -2.20 -4.94
O -5.88 -1.98 -3.74
H -5.95 -2.61 -5.74
H -7.43 -2.87 -4.85
H -6.85 -1.23 -5.35
H -4.94 -1.92 -3.95
C -3.72 4.11 4.99
O -2.86 5.11 5.56
H -4.19 3.53 5.78
H -4.52 4.45 4.34
H -3.08 3.47 4.37
H -2.26 4.66 6.15
C 4.80 5.21 2.87
O 4.80 5.52 1.48
H 5.71 5.57 3.34
H 3.92 5.72 3.26
H 4.77 4.13 2.98
H 5.48 4.95 1.11
C 1.58 -5.30 -1.38
O 0.22 -5.49 -1.66
H 2.04 -6.26 -1.63
H 2.01 -4.49 -1.98
H 1.66 -5.06 -0.32
H -0.25 -4.70 -1.39
C 4.77 5.82 -4.06
O 5.42 5.82 -5.28
H 4.77 4.89 -3.49
H 5.24 6.61 -3.46
H 3.73 6.12 -4.16
H 4.88 5.38 -5.93
C 1.23 -4.25 -7.13
O 0.36 -3.25 -7.57
H 1.88 -4.51 -7.97
H 1.79 -4.14 -6.21
H 0.69 -5.16 -6.85
H -0.08 -2.96 -6.76
C 6.67 -2.63 -6.47
O 6.97 -2.65 -7.88
H 6.63 -1.61 -6.09
H 5.65 -3.01 -6.33
H 7.32 -3.24 -5.84
H 6.90 -3.55 -8.19
C 3.19 2.12 -8.41
O 3.19 3.49 -8.70
H 3.68 1.98 -7.44
H 2.19 1.70 -8.43
H 3.85 1.66 -9.14
H 2.96 3.66 -9.61
C -0.53 6.14 1.20
O 0.39 6.40 0.15
H -1.48 6.48 0.78
H -0.54 5.06 1.38
H -0.33 6.68 2.12
H 1.25 6.18 0.52
C 6.58 -0.52 3.33
O 7.76 0.11 3.06
H 5.76 -0.11 2.73
H 6.70 -1.59 3.16
H 6.31 -0.39 4.38
H 8.42 -0.37 3.58
C 9.06 2.78 -1.09
O 7.79 2.66 -0.51
H 9.24 1.87 -1.67
H 9.05 3.63 -1.77
H 9.77 2.89 -0.27
H 7.93 1.97 0.14
C -1.93 0.64 -4.89
O -1.77 -0.73 -4.58
H -1.01 1.15 -4.61
H -2.17 0.80 -5.95
H -2.75 1.08 -4.32
H -1.39 -0.73 -3.70